48
Properties=species:S:1:pos:R:3 method="wB97M-V/def2-TZVPD" e_tot_ev=-42971.671 homo_lumo_gap_ev=9.2118 de_lowest_ev=1.284 lumo_energy_ev=0.59 smiles="COc1cccc(CNC(=O)C2CCN(S(=O)(=O)c3cnc[nH]3)CC2)c1"
C -7.221 -2.495 -0.187
H -7.414 -2.617 0.884
O -6.600 -1.263 -0.462
C -5.388 -1.004 0.103
C -4.841 0.245 -0.194
C -3.619 0.626 0.327
C -2.920 -0.256 1.148
C -3.455 -1.495 1.436
C -4.684 -1.878 0.922
H -5.078 -2.851 1.168
H -2.915 -2.178 2.074
H -1.968 0.040 1.561
C -3.023 1.971 0.000
N -1.697 1.835 -0.567
C -0.578 2.189 0.107
O -0.604 2.782 1.162
C 0.713 1.771 -0.595
C 0.952 0.273 -0.372
C 2.270 -0.145 -1.027
N 3.389 0.649 -0.569
S 4.034 0.127 0.884
O 3.048 -0.425 1.765
O 4.920 1.147 1.366
C 5.086 -1.171 0.294
C 4.965 -2.490 -0.060
N 6.157 -2.959 -0.498
C 6.994 -1.959 -0.414
N 6.392 -0.847 0.056
H 6.775 0.062 0.266
H 8.029 -2.009 -0.684
H 4.102 -3.123 -0.013
C 3.196 2.079 -0.703
C 1.905 2.550 -0.039
H 1.767 3.619 -0.206
H 1.966 2.381 1.037
H 3.187 2.313 -1.773
H 4.061 2.554 -0.240
H 2.208 -0.035 -2.115
H 2.499 -1.185 -0.790
H 1.021 0.074 0.698
H 0.135 -0.323 -0.786
H 0.614 1.968 -1.671
H -1.618 1.278 -1.404
H -3.666 2.516 -0.697
H -2.899 2.563 0.912
H -5.404 0.908 -0.834
H -8.169 -2.474 -0.723
H -6.622 -3.338 -0.547

---

94
Properties=species:S:1:pos:R:3 method="wB97M-V/def2-TZVPD" e_tot_ev=-56564.923 homo_lumo_gap_ev="4.4634 / 4.4583" de_lowest_ev=0.000 lumo_energy_ev="-1.98 / -1.99"
Pt 0.542 -0.192 0.865
O 2.918 1.351 4.220
C 2.174 0.957 3.320
O 2.423 0.159 2.374
C 0.728 1.507 3.368
C 0.425 2.487 4.302
C -0.858 2.995 4.373
C -1.819 2.494 3.509
C -1.450 1.519 2.607
N -0.206 1.029 2.527
H 1.226 2.818 4.947
H -1.108 3.767 5.090
H -2.840 2.852 3.523
H -2.170 1.108 1.917
C -1.136 -1.939 2.722
N 0.256 -2.101 2.271
C 1.125 -2.125 3.464
C 0.399 -3.419 1.617
C -0.292 -3.556 0.287
C -1.647 -3.875 0.239
C -2.320 -4.006 -0.966
C -1.631 -3.835 -2.156
C -0.272 -3.552 -2.125
C 0.407 -3.423 -0.917
H -1.423 -2.766 3.387
H -1.810 -1.914 1.868
H -1.235 -1.008 3.268
H 0.889 -3.005 4.078
H 0.963 -1.233 4.061
H 2.166 -2.144 3.162
H -0.006 -4.175 2.303
H 1.458 -3.617 1.529
H -2.182 -4.043 1.168
H -3.373 -4.255 -0.975
H -2.141 -3.938 -3.105
H 0.278 -3.448 -3.055
C 1.828 -0.779 -0.697
C 2.416 -1.988 -0.294
C 1.923 -3.259 -0.922
C 2.599 -4.497 -0.424
C 3.652 -4.439 0.405
C 4.139 -3.173 0.906
C 3.520 -2.014 0.572
C 4.293 -5.653 0.838
N 4.803 -6.622 1.185
H 1.241 -0.828 -1.608
H 2.497 0.076 -0.676
H 2.207 -3.181 -1.981
H 2.215 -5.450 -0.773
H 4.997 -3.173 1.566
H 3.853 -1.069 0.994
C 3.854 3.850 0.923
C 2.681 3.680 -0.009
C 2.440 4.595 -1.030
C 1.375 4.398 -1.896
C 1.090 5.382 -3.002
C 0.547 3.289 -1.750
C 0.740 2.341 -0.719
C 1.841 2.587 0.136
N -0.062 1.227 -0.478
C -1.330 1.006 -1.227
C -1.076 0.724 -2.731
C -2.396 0.547 -3.491
C -3.120 -0.688 -2.955
C -3.386 -0.493 -1.462
C -4.311 0.711 -1.274
C -3.610 1.961 -1.811
C -3.283 1.782 -3.299
C -2.308 2.189 -1.034
C -2.063 -0.257 -0.718
H 4.098 4.905 1.063
H 4.743 3.358 0.516
H 3.657 3.405 1.901
H 3.084 5.462 -1.149
H 1.878 6.133 -3.075
H 0.146 5.905 -2.827
H 1.011 4.879 -3.968
H -0.264 3.200 -2.457
H 2.056 1.888 0.932
H -0.483 -0.194 -2.805
H -0.487 1.509 -3.199
H -2.178 0.413 -4.554
H -2.501 -1.582 -3.116
H -4.065 -0.841 -3.489
H -3.856 -1.393 -1.051
H -4.551 0.847 -0.212
H -5.258 0.545 -1.801
H -4.259 2.832 -1.681
H -2.774 2.675 -3.676
H -4.207 1.669 -3.876
H -2.514 2.290 0.035
H -1.859 3.132 -1.345
H -1.414 -1.126 -0.844
H -2.270 -0.168 0.348

---

7
Properties=species:S:1:pos:R:3 method="wB97M-V/def2-TZVPD" e_tot_ev=-19810.702 homo_lumo_gap_ev=9.7792 de_lowest_ev=3.267 lumo_energy_ev=-0.41
C 1.251 1.162 0.543
Si -0.563 -0.690 -0.026
S 1.119 2.457 -0.223
H -1.419 0.542 -0.269
H -1.130 -2.069 -0.535
H 0.146 -0.939 1.380
H 0.595 -0.462 -0.870

---

96
Properties=species:S:1:pos:R:3 method="wB97M-V/def2-TZVPD" e_tot_ev=-140668.567 homo_lumo_gap_ev="8.0937 / 8.0758" multiplicity=5 de_lowest_ev=0.000 lumo_energy_ev="0.32 / 0.32"
Fe -0.146 -1.003 -1.039
N 0.547 -2.878 2.057
C -0.695 -2.987 1.556
N -1.097 -2.465 0.423
C -2.385 -2.867 0.126
C -2.984 -3.650 1.050
S -1.891 -3.970 2.345
C -2.949 -2.450 -1.155
C -4.198 -2.725 -1.588
S -4.421 -2.094 -3.170
C -2.802 -1.477 -3.141
N -2.141 -1.737 -2.031
N -2.301 -0.845 -4.228
H 1.135 -2.171 1.598
H 0.632 -2.903 3.059
H -3.975 -4.069 1.035
H -4.979 -3.260 -1.075
H -3.000 -0.364 -4.781
H -1.609 -0.154 -3.933
C -2.361 -0.096 3.138
C -1.985 0.997 2.146
C -1.825 2.332 2.863
C -3.045 1.095 1.055
O -0.773 0.643 1.472
Si 0.816 0.685 1.902
S 1.862 -0.446 0.502
O 1.382 2.206 2.136
C 1.963 3.303 1.433
C 2.331 2.933 0.002
C 3.215 3.708 2.204
C 0.954 4.445 1.445
O 0.844 0.030 3.422
C 1.785 0.166 4.491
C 3.217 0.170 3.968
C 1.479 1.452 5.253
C 1.570 -1.038 5.402
H -3.324 0.133 3.601
H -1.602 -0.187 3.914
H -2.451 -1.050 2.620
H -2.771 2.631 3.319
H -1.519 3.106 2.159
H -1.067 2.261 3.646
H -4.031 1.281 1.485
H -3.081 0.163 0.486
H -2.808 1.906 0.364
H 3.039 2.104 -0.003
H 2.787 3.796 -0.491
H 1.444 2.628 -0.556
H 3.919 2.876 2.242
H 2.957 3.994 3.225
H 3.706 4.554 1.720
H 0.064 4.176 0.874
H 1.389 5.342 1.002
H 0.653 4.669 2.469
H 3.385 1.027 3.316
H 3.416 -0.736 3.393
H 3.921 0.224 4.800
H 1.568 2.309 4.586
H 2.170 1.577 6.089
H 0.460 1.420 5.645
H 1.829 -1.962 4.881
H 0.527 -1.088 5.720
H 2.202 -0.969 6.289
C 2.498 -5.334 -1.588
C 1.720 -4.124 -1.366
N 1.106 -3.173 -1.198
H 1.916 -6.039 -2.178
H 2.754 -5.787 -0.632
H 3.412 -5.088 -2.125
N 2.350 0.836 -2.515
C 1.846 -0.057 -3.372
N 1.005 -1.007 -3.056
C 0.778 -1.843 -4.151
C -0.010 -2.991 -4.154
C -0.149 -3.712 -5.327
C 0.486 -3.312 -6.502
C 1.280 -2.178 -6.514
C 1.421 -1.464 -5.334
S 2.380 -0.039 -5.045
H 2.040 0.808 -1.546
H 2.839 1.644 -2.853
H -0.523 -3.290 -3.252
H -0.773 -4.597 -5.333
H 0.358 -3.886 -7.410
H 1.780 -1.858 -7.419
O -0.213 1.057 -1.217
C -1.040 1.796 -1.810
C -1.202 3.258 -1.433
C -2.330 3.708 -2.355
C -2.551 2.488 -3.254
O -3.276 2.462 -4.226
N -1.807 1.414 -2.806
H -0.260 3.781 -1.609
H -1.425 3.338 -0.368
H -2.102 4.583 -2.962
H -3.258 3.911 -1.820

---

71
Properties=species:S:1:pos:R:3 method="wB97M-V/def2-TZVPD" e_tot_ev=-121175.526 homo_lumo_gap_ev="4.1154 / 4.1149" de_lowest_ev=0.000 charge=-2 lumo_energy_ev="4.52 / 4.52"
Pt 1.678 -0.390 0.491
O 5.804 0.542 1.526
C 4.634 0.172 1.735
O 3.655 0.488 0.994
C 4.349 -0.616 3.001
C 5.237 -0.397 4.055
C 5.082 -0.994 5.294
C 4.001 -1.849 5.487
C 3.118 -2.088 4.454
C 3.262 -1.498 3.182
S 2.118 -2.075 1.982
H 6.071 0.264 3.855
H 5.786 -0.796 6.094
H 3.839 -2.323 6.450
H 2.272 -2.748 4.604
C -0.387 2.636 -3.290
C 0.487 1.403 -3.114
N 1.842 1.767 -2.696
C 2.156 1.939 -1.392
S 0.972 1.908 -0.171
N 3.446 2.159 -1.076
C 4.567 1.727 -1.898
C 5.142 2.855 -2.744
H -1.406 2.348 -3.551
H 0.011 3.286 -4.075
H -0.422 3.195 -2.355
H 0.585 0.869 -4.062
H 0.058 0.711 -2.383
H 2.589 1.435 -3.284
H 3.597 1.957 -0.088
H 4.275 0.879 -2.530
H 5.307 1.316 -1.209
H 4.384 3.277 -3.408
H 5.975 2.495 -3.352
H 5.507 3.659 -2.103
C 0.054 -1.300 -0.151
Ge -1.711 -0.695 -0.131
C -2.443 0.236 -1.756
C -2.281 -0.497 -2.939
C -2.863 -0.105 -4.135
C -3.628 1.055 -4.190
C -3.787 1.811 -3.039
C -3.202 1.401 -1.842
C -2.404 0.192 1.544
C -2.233 -0.605 2.682
C -2.547 -0.151 3.953
C -3.029 1.142 4.132
C -3.186 1.961 3.026
C -2.878 1.487 1.753
C -2.923 -2.283 -0.217
C -2.433 -3.566 -0.458
C -3.282 -4.666 -0.509
C -4.649 -4.505 -0.316
C -5.157 -3.235 -0.077
C -4.299 -2.143 -0.031
H 0.003 -2.337 0.210
H -1.683 -1.404 -2.904
H -2.721 -0.705 -5.027
H -4.085 1.369 -5.122
H -4.372 2.724 -3.066
H -3.368 2.008 -0.964
H -1.811 -1.599 2.565
H -2.392 -0.797 4.810
H -3.256 1.511 5.126
H -3.539 2.979 3.150
H -2.998 2.169 0.922
H -1.368 -3.697 -0.613
H -2.875 -5.654 -0.696
H -5.312 -5.363 -0.350
H -6.222 -3.096 0.076
H -4.710 -1.155 0.160

---

138
Properties=species:S:1:pos:R:3 method="wB97M-V/def2-TZVPD" e_tot_ev=-67195.126 homo_lumo_gap_ev="7.0221 / 1.6063" multiplicity=2 charge=+1 lumo_energy_ev="-2.75 / -8.16"
C -0.457 -1.329 -4.352
O 0.654 -1.203 -5.183
H -1.272 -1.456 -5.064
H -0.412 -2.308 -3.874
H -0.672 -0.495 -3.684
H 0.424 -1.561 -6.044
C -3.024 3.397 10.169
O -1.822 3.903 9.704
C -1.078 2.828 9.206
C 0.363 3.434 8.914
N 1.187 2.566 8.035
C 0.700 2.450 6.661
C 1.613 1.608 5.704
O 1.562 0.141 6.050
C 1.743 -0.741 4.891
H -2.950 3.110 11.218
H -3.356 2.582 9.527
H -3.755 4.203 10.232
H -1.582 2.403 8.338
H -0.897 2.025 9.921
H 0.803 3.537 9.906
H 0.321 4.470 8.578
H 1.298 1.650 8.445
H 0.511 3.462 6.302
H -0.282 1.984 6.579
H 2.657 1.922 5.715
H 1.344 1.736 4.656
H 1.435 -1.785 4.953
H 2.761 -0.837 4.513
H 1.163 -0.379 4.042
C 3.570 -3.002 -1.699
O 3.664 -4.449 -1.902
C 2.644 -5.179 -1.315
C 2.498 -6.564 -2.061
N 3.394 -7.654 -1.596
C 3.060 -8.894 -2.335
C 3.942 -9.020 -3.588
O 5.260 -8.579 -3.443
C 6.095 -8.937 -4.464
H 3.738 -2.635 -0.686
H 2.610 -2.562 -1.967
H 4.365 -2.508 -2.257
H 1.749 -4.690 -1.701
H 2.525 -5.199 -0.232
H 2.723 -6.481 -3.125
H 1.475 -6.933 -1.997
H 4.280 -7.316 -1.943
H 2.006 -9.033 -2.574
H 3.294 -9.804 -1.782
H 3.516 -8.480 -4.435
H 3.904 -10.054 -3.929
H 6.163 -9.995 -4.717
H 7.166 -8.792 -4.318
H 5.760 -8.394 -5.348
C 4.220 2.970 -1.754
O 5.244 3.948 -2.011
C 6.602 3.536 -1.920
C 7.651 4.418 -2.702
N 7.476 4.322 -4.115
C 8.096 3.102 -4.641
C 7.517 2.882 -6.052
O 6.248 2.248 -5.990
C 5.687 1.934 -7.257
H 4.660 2.236 -1.079
H 3.997 2.591 -2.752
H 3.262 3.356 -1.406
H 6.688 2.463 -2.093
H 6.808 3.610 -0.852
H 8.651 4.115 -2.392
H 7.475 5.470 -2.482
H 6.472 4.240 -4.180
H 7.983 2.305 -3.906
H 9.164 3.273 -4.774
H 8.268 2.358 -6.644
H 7.449 3.866 -6.516
H 4.656 1.584 -7.302
H 6.264 1.107 -7.668
H 5.648 2.730 -8.001
C -5.944 6.681 -3.008
O -5.431 6.203 -1.725
C -6.469 5.359 -1.160
C -6.082 4.803 0.209
N -5.035 3.755 0.116
C -5.468 2.369 -0.166
C -6.209 1.611 0.885
O -7.542 1.999 1.064
C -8.093 1.102 2.009
H -5.354 7.458 -3.495
H -6.959 7.053 -2.866
H -6.100 5.878 -3.728
H -6.600 4.542 -1.869
H -7.383 5.954 -1.177
H -7.027 4.485 0.648
H -5.742 5.603 0.866
H -4.513 4.095 -0.679
H -4.589 1.782 -0.435
H -6.142 2.614 -0.986
H -5.746 1.725 1.866
H -6.038 0.541 0.765
H -8.009 0.034 1.808
H -9.176 1.157 2.121
H -7.772 1.073 3.050
C -3.900 -0.949 2.749
C -4.372 -2.457 2.605
C -3.343 -3.486 2.376
O -5.147 -2.781 3.860
H -4.689 -0.227 2.540
H -3.255 -0.663 1.918
H -3.378 -0.698 3.672
H -4.974 -2.535 1.700
H -2.622 -3.115 1.648
H -3.722 -4.489 2.179
H -2.693 -3.579 3.246
H -5.414 -1.952 4.264
C 1.706 0.360 0.181
C 0.269 0.287 -0.281
C -0.775 1.094 0.539
O 0.112 0.934 -1.598
H 2.207 -0.589 -0.010
H 1.739 0.391 1.271
H 2.210 1.263 -0.165
H -0.013 -0.751 -0.455
H -1.013 0.731 1.539
H -1.769 1.121 0.093
H -0.569 2.125 0.829
H 0.590 1.764 -1.525
C -4.932 -2.729 -1.509
C -4.254 -1.384 -1.327
C -2.688 -1.321 -1.643
O -4.912 -0.300 -2.061
H -4.607 -3.362 -0.684
H -4.865 -3.148 -2.513
H -6.005 -2.617 -1.355
H -4.398 -0.990 -0.321
H -2.247 -0.347 -1.430
H -2.527 -1.763 -2.627
H -2.105 -1.979 -0.999
H -4.786 -0.561 -2.976

---

22
Properties=species:S:1:pos:R:3 method="wB97M-V/def2-TZVPD" e_tot_ev=-25771.739 homo_lumo_gap_ev="8.6148 / 8.6142" de_lowest_ev=5.519 charge=+1 lumo_energy_ev="-5.86 / -5.86" smiles="CC[N@+]1(C)C(=S)N=C[C@@H]1[N+](=O)[O-]"
C -1.497 -1.113 -1.338
C -1.935 0.607 -0.064
C -0.116 -0.875 -0.745
C 1.832 0.322 1.367
C 0.270 1.375 -1.143
C 0.337 0.676 1.193
N -2.389 -0.348 -0.916
N -0.054 -2.223 0.235
N -0.228 0.426 -0.165
O 0.516 -3.126 -0.242
O -0.534 -2.127 1.320
S -2.650 1.774 0.674
H -1.593 -1.899 -2.105
H 0.681 -1.238 -1.406
H 2.270 0.709 2.310
H 1.964 -0.690 1.296
H 2.381 0.814 0.641
H 1.378 1.463 -1.364
H -0.187 1.304 -2.142
H -0.206 2.234 -0.706
H 0.188 1.816 1.323
H -0.430 0.118 1.979